Here is C17H16BrNO3 as an isolated structure at a distorted geometry from the Open Molecules 2025 dataset. Energies are from ωB97M-V with the def2-TZVPD basis set.

Last column: Mulliken charge in e.
Element x y z (Å)
C (-0.36963, -1.81698, 2.45880)  -1.10
C (0.71207, -2.35728, 1.56746)  0.80
N (1.66335, -2.85189, 2.05315)  -0.49
O (2.69169, -3.59221, 1.28206)  -0.48
H (3.53534, -3.97410, 1.92209)  0.35
C (0.50005, -2.56611, 0.10892)  -0.54
H (0.69395, -3.61493, -0.21028)  0.45
H (-0.48231, -2.24462, -0.28399)  0.23
C (1.44593, -1.46220, -0.74350)  -1.36
C (1.17765, -0.04589, -0.07383)  0.36
C (0.02185, 0.82473, -0.54343)  0.21
C (-0.86563, 0.66778, -1.53438)  1.13
C (-1.52044, 1.66243, -1.86197)  -1.08
C (-2.61845, 0.97874, -2.89224)  -1.08
C (-2.03533, -0.33867, -2.86858)  0.63
O (-1.21593, -0.60238, -1.82352)  -0.15
C (-2.55308, -1.57432, -3.36319)  -1.19
H (-3.02729, -2.36878, -2.74721)  0.31
H (-1.82247, -1.88552, -4.16280)  0.32
H (-3.52208, -1.33414, -4.19237)  0.25
H (-3.22540, 1.33945, -3.54411)  0.65
H (-1.92341, 2.57296, -1.75394)  0.37
C (0.30081, 1.96085, 0.43514)  0.72
C (-0.35968, 3.08760, 0.79239)  -0.98
C (0.44185, 4.07343, 1.43406)  0.20
C (1.49868, 3.71385, 2.42599)  -0.61
C (2.24342, 2.38739, 2.32759)  -1.38
C (1.48107, 1.66680, 1.09765)  0.37
O (1.93277, 0.25884, 0.92198)  -0.37
H (2.96926, 2.11772, 2.81881)  0.73
H (1.87245, 4.34806, 3.05566)  0.56
Br (-0.33162, 5.66252, 2.01863)  -0.16
H (-1.13282, 3.51624, 0.21384)  0.30
H (2.52974, -1.74508, -0.39376)  0.36
H (1.23204, -1.49761, -1.68283)  0.83
H (-0.61218, -0.74079, 1.96820)  0.12
H (0.14615, -1.80369, 3.32767)  0.48
H (-1.47235, -2.42221, 2.44585)  0.24

2S+1   1
E_tot   -95549.386 eV
LUMO level   0.04 eV


Here is C3H9N as an isolated structure at a distorted geometry from the Open Molecules 2025 dataset. Energies are from ωB97M-V with the def2-TZVPD basis set.

Last column: Mulliken charge in e.
Element x y z (Å)
C (1.17653, -1.18589, 0.58436)  -0.69
N (-0.94772, -0.83953, -1.81828)  -0.30
C (-1.47316, 0.38601, -1.74748)  -0.03
C (-1.65120, -1.37289, -0.78074)  -0.47
H (0.22874, -1.64057, 0.23345)  -0.01
H (1.72819, -2.23115, 0.58875)  0.23
H (1.34128, -0.81377, 1.59967)  0.27
H (-0.87108, 1.32268, -1.44697)  0.22
H (1.69102, -0.50995, -0.08337)  0.24
H (-2.58951, 0.49788, -1.48762)  0.33
H (1.58770, 4.58600, 2.27625)  0.00
H (1.34650, 4.31471, 2.99420)  0.00
H (-1.56728, -2.51352, -0.91222)  0.20

2S+1   1
E_tot   -4739.243 eV
LUMO level   -1.55 eV